The following is a DFT calculation (ωB97M-V with the def2-TZVPD basis set) of C19H24CdCl2N5O2S3Si as an isolated structure.

Last column: Mulliken charge in e.
Atoms and positions in Å:
Cd 0.91805 -0.80221 0.87519  1.3778
C 0.17656 4.19944 3.99462  -0.9835
Si 1.09672 2.97213 5.06848  0.1893
C -0.09057 1.91869 6.06537  -0.9765
C 2.12836 3.96497 6.28845  -1.0957
C 2.27620 1.91356 4.06182  0.2846
C 3.64441 1.95587 4.29455  -0.0710
C 4.52902 1.16745 3.56651  -0.7510
C 3.99373 0.33721 2.60082  -0.4595
N 2.69245 0.27111 2.34351  -0.2499
C 1.82944 1.03273 3.04612  0.3958
S 0.15211 0.86339 2.61725  -0.4805
H -0.46414 4.83946 4.60740  0.3160
H -0.43948 3.69079 3.25370  0.2859
H 0.88590 4.84115 3.46615  0.3227
H -0.77913 2.56193 6.62064  0.3106
H 0.45400 1.30390 6.78602  0.3160
H -0.67213 1.25851 5.42322  0.2874
H 1.46836 4.58089 6.90464  0.2714
H 2.83168 4.63166 5.78462  0.2959
H 2.69526 3.31599 6.96044  0.2915
H 4.03994 2.61633 5.05860  0.2843
H 5.59507 1.19686 3.74476  0.3824
H 4.62359 -0.30920 1.99843  0.3981
Cl -3.41117 0.54072 1.31147  -0.1384
C -4.13203 -0.36131 -0.02745  0.5260
Cl -4.82207 0.73933 -1.25179  -0.2175
H -4.94799 -0.95926 0.35945  0.3601
H -3.37017 -0.97386 -0.50834  -0.4826
O -2.25408 -2.16462 -1.90927  -0.8143
C -1.17228 -2.07920 -1.30342  0.5515
O -0.98927 -1.27609 -0.33013  -0.9986
C 0.00208 -2.88875 -1.83470  0.3063
C -0.06900 -3.17512 -3.20100  -0.6562
C 0.94558 -3.82714 -3.87480  -0.7049
C 2.06595 -4.23488 -3.16053  -0.4988
C 2.14140 -3.99189 -1.80280  -0.6320
C 1.12452 -3.32262 -1.10065  0.4601
S 1.36993 -3.20605 0.65184  -0.5830
H -0.95942 -2.85844 -3.72601  0.4035
H 0.85988 -4.01794 -4.93756  0.3709
H 2.88046 -4.75009 -3.65738  0.3664
H 3.00672 -4.31837 -1.24084  0.4112
C -2.23420 0.38243 -3.97683  -1.2344
C -0.80090 0.28820 -3.62189  1.1394
N 0.14376 -0.18887 -4.36874  -0.8145
N 1.25698 -0.11641 -3.57904  0.2782
C 1.02799 0.38920 -2.36068  0.0710
S 2.13594 0.60440 -1.11688  -0.5232
N -0.29972 0.68874 -2.40218  0.5206
N -0.98924 1.25037 -1.33766  -0.8578
H -2.36488 0.01414 -4.99153  0.3293
H -2.59647 1.40952 -3.91482  0.3690
H -2.80988 -0.24061 -3.29025  0.1661
H 2.10460 -0.58184 -3.85308  0.2242
H -1.63881 1.94887 -1.66833  0.2631
H -1.43320 0.49504 -0.80831  0.0971

As for the net charge: -1. For the HOMO energy, the calculation gives -0.17382 Ha. Its energy above the lowest of the compared OMol25 structures with the same formula, charge and spin is 0.000 eV. As for the total energy: -3735.08566 Eh.